A cluster of 2 separate species, C2H9N2O in total in a non-equilibrium geometry. Source: the OMol25 dataset; level of theory: the ωB97M-V functional and the def2-TZVPD basis.

Geometry as XYZ:
```
14
Properties=species:S:1:pos:R:3:forces:R:3
C -2.293060 0.859481 -0.459982 -0.026 -1.699 -1.153
N -1.211045 1.498989 0.362985 0.637 -1.538 0.010
H -2.573799 -0.154399 -0.122582 0.561 0.502 0.464
H -3.239938 1.378729 -0.490257 0.224 0.815 0.115
H -1.894368 0.693081 -1.474815 -0.253 0.462 0.376
H -1.557385 1.669580 1.303581 0.017 0.710 0.102
H -0.848474 2.328341 -0.130217 -0.310 0.024 0.627
H -0.366763 0.822140 0.458680 -2.054 1.804 -0.283
C 1.570612 -0.612905 0.193569 -2.408 2.064 0.110
N 1.692912 -1.998147 0.175711 1.451 -0.949 0.311
O 0.748345 0.016055 -0.442828 1.499 -1.712 -0.025
H 2.067868 -0.084657 1.032978 0.946 -0.602 -0.263
H 0.969268 -2.732012 0.254210 -0.373 0.392 -0.439
H 2.639657 -2.333833 0.399419 0.089 -0.275 0.048
```
Forces are in eV/Å.

Values from the calculation:
- Highest occupied orbital energy (spin up / spin down): -21.57 / -21.54 eV
- ΔE to the lowest compared entry with this formula, charge and spin: 203.25 kJ/mol
- Net charge: +2
- Kohn-Sham gap (spin up / spin down): 11.5 / 6.9 eV
- Expectation value of S²: 0.77
- 2S+1: 2

Per-atom Mulliken charges, elementary charge units: -0.774, -0.220, 0.333, 0.363, 0.335, 0.406, 0.402, 0.196, 0.186, 0.026, -0.368, 0.385, 0.353, 0.376